(1)
Computed, not measured: a molecular structure, C48H105F9O24 at a distorted geometry, with ωB97M-V/def2-TZVPD.

Structure (ORCA input):
```
! RIJCOSX wB97M-V def2-TZVPD def2/J DEFGRID3
* xyz 0 1
H 7.426 16.957 -16.154
H 4.273 19.040 -14.894
H 9.414 21.841 -9.761
H -1.198 15.559 -14.704
H 6.996 19.818 -20.320
H 10.045 20.797 -13.700
O 2.272 14.051 -15.604
H 1.182 15.791 -15.285
H -0.427 24.743 -16.420
F 2.036 20.875 -17.296
O 0.566 22.923 -16.515
H -0.152 19.893 -15.821
H 1.309 20.828 -15.855
C 6.476 27.291 -19.783
H 11.049 23.292 -14.207
C 6.431 21.320 -16.100
C 0.676 20.236 -15.186
F 8.146 11.876 -17.107
H 8.614 29.591 -11.810
C 6.502 19.831 -15.766
H 3.858 20.121 -16.308
H 8.541 20.116 -14.299
H 4.472 17.306 -19.824
H 4.583 22.765 -13.227
O 5.611 19.040 -16.489
H 0.658 19.628 -12.590
H -0.579 13.662 -18.773
H 9.864 18.702 -15.861
H 6.356 19.723 -14.684
C 3.135 22.320 -13.714
H 6.552 23.475 -12.735
O 2.188 17.972 -18.219
O 7.804 14.997 -16.484
H 13.114 21.930 -10.050
H 9.374 26.170 -19.194
H -0.799 18.155 -14.496
O 11.644 19.603 -15.282
H 7.437 27.335 -20.300
C 12.480 19.178 -11.565
H 1.677 12.326 -14.839
H 1.395 15.334 -16.940
C 1.721 23.243 -17.038
H 7.262 29.726 -12.944
O 12.348 20.146 -10.552
H 13.478 19.091 -11.998
H 6.700 21.541 -17.140
C 2.538 22.060 -17.652
H 2.136 22.305 -14.159
C 2.893 24.896 -12.050
C 5.659 15.795 -15.793
C 6.453 20.497 -11.804
H 2.029 25.565 -11.955
H 12.177 18.198 -11.196
H 0.836 12.388 -17.036
C 1.195 13.254 -15.156
H 7.859 23.626 -11.693
C 6.444 18.958 -19.949
O 12.043 18.012 -16.795
O 5.604 21.037 -12.804
H -0.458 12.160 -15.800
C 5.968 24.934 -19.917
H 7.933 26.523 -11.124
H 4.886 16.546 -15.947
F 2.538 22.159 -18.988
C 7.858 14.158 -17.504
H 5.860 15.893 -14.721
C 2.296 23.508 -11.821
H 7.854 24.015 -14.943
H 7.071 23.715 -16.507
C 9.207 27.093 -12.829
H 10.700 22.043 -11.026
F 14.612 19.161 -16.327
H 8.598 20.672 -11.517
C 9.217 25.477 -18.360
H -1.136 18.163 -12.796
H 13.712 21.377 -11.545
C 7.859 29.020 -12.367
C -1.061 15.681 -13.625
O -0.602 13.926 -16.735
H 11.802 23.287 -11.622
O -0.009 16.573 -13.347
F 3.799 22.181 -17.234
H 0.810 13.733 -14.249
H 5.889 20.374 -10.880
C 7.079 23.442 -15.449
H 5.895 28.204 -19.807
H 1.288 23.407 -12.237
C 0.856 18.829 -13.314
H 6.909 18.788 -18.965
H 5.175 26.819 -10.674
H 5.260 14.792 -15.935
C 8.839 13.007 -17.270
C 7.444 24.622 -19.669
H 4.959 26.604 -12.355
C 12.788 21.410 -10.958
H 2.860 15.884 -16.218
H 10.177 21.843 -14.512
H 4.649 18.085 -18.218
H 9.984 27.651 -12.281
H 0.583 19.213 -18.381
C 0.786 18.146 -18.244
C 1.923 15.394 -15.981
H 9.790 19.118 -13.389
H -0.833 14.753 -13.108
H 6.601 16.509 -17.563
O 7.867 25.057 -18.383
H 2.437 18.232 -20.196
O 3.930 25.234 -11.154
H 3.790 23.098 -14.121
C 4.310 18.226 -19.251
H 9.254 25.465 -11.561
F 9.604 13.190 -16.192
C 7.722 21.318 -11.659
H 2.732 19.732 -19.228
H 9.402 25.973 -17.409
H 9.810 26.607 -13.597
F 9.637 12.869 -18.329
F 13.929 19.535 -14.285
O 3.073 22.415 -12.300
H 7.953 25.161 -20.480
H 9.917 24.640 -18.464
C 9.594 19.894 -14.127
C 12.391 18.707 -15.899
H 7.692 23.560 -19.723
H -0.930 22.529 -14.434
H 9.687 22.875 -13.163
C 10.552 22.457 -13.693
H 9.968 20.420 -16.210
O 11.377 21.684 -12.874
O 5.076 19.237 -19.865
C -1.336 23.255 -15.146
C 4.926 22.186 -12.368
H 7.532 19.551 -16.009
H 6.778 27.119 -18.744
C 2.848 18.648 -19.270
H 6.580 18.030 -20.514
C 6.903 16.108 -16.594
H 8.424 23.190 -9.034
H 5.419 24.615 -19.020
C -0.115 23.937 -15.755
O 2.212 24.322 -17.058
H 9.345 23.378 -10.529
H -2.051 15.974 -13.250
H 7.209 28.540 -11.627
H 6.357 24.568 -11.298
H 4.080 22.010 -11.694
C 0.221 12.886 -16.280
C 4.415 26.527 -11.405
C 4.284 19.174 -15.981
C 8.447 26.087 -11.987
H 0.330 17.603 -19.079
C 10.240 19.655 -15.483
H 3.699 21.404 -13.901
O 1.410 19.250 -14.539
C 11.639 22.204 -11.569
H 2.223 23.340 -10.745
H -1.868 24.006 -14.567
H -1.606 12.571 -17.947
C -0.345 17.925 -13.523
O 7.287 22.059 -15.265
H 0.297 17.799 -17.336
H 3.259 24.949 -13.079
H 11.815 19.407 -12.405
C 7.020 24.218 -12.090
O 8.387 28.147 -13.319
H 5.592 22.875 -11.836
C 13.825 18.698 -15.328
F 14.251 17.488 -14.962
H 6.814 19.519 -12.127
C 8.723 22.677 -9.945
C -1.273 13.621 -17.924
O 7.567 22.274 -10.614
H 3.665 27.321 -11.326
H 0.478 24.396 -14.964
H 3.679 18.325 -16.298
H -1.840 22.668 -15.908
H 6.127 23.763 -15.011
H 0.267 20.998 -14.506
H 7.972 21.936 -12.530
H 5.660 24.237 -20.704
O 7.579 25.323 -12.763
H 5.388 21.650 -16.004
H -2.176 14.200 -18.094
O 5.612 26.251 -20.214
O 7.172 14.186 -18.474
H 1.618 18.287 -12.747
*
```

## Properties
Kohn-Sham gap (Eh): 0.27671
Relative energy (zero: lowest compared OMol25 entry of this formula, charge and spin) (eV): 4.6235
E_HOMO (Eh): -0.26675


(2)
Computed, not measured: 6 unconnected molecules or ions with the total composition C48H106N6O8 at a distorted geometry, with ωB97M-V/def2-TZVPD.

Structure (ORCA input):
```
! RIJCOSX wB97M-V def2-TZVPD def2/J DEFGRID3
* xyz 0 1
H -1.624 6.379 2.175
H -0.784 -8.198 -3.701
C 0.484 1.737 0.614
H -4.261 -8.141 -2.386
H -2.414 -5.029 0.164
H 4.686 1.993 -3.996
O 2.432 8.296 2.898
H -5.732 1.081 -4.370
H 2.146 1.827 -1.574
H -5.088 -2.575 0.440
H 2.112 -0.541 4.494
C -0.123 -9.136 -1.223
H -4.875 0.337 -6.620
C 5.904 0.228 0.134
H -4.633 2.359 -4.156
C -3.421 -0.444 -0.006
H 2.530 3.057 -0.285
H -4.582 -8.488 -0.083
C -1.611 -8.175 -2.991
C 6.574 -0.093 -4.071
H -3.965 -2.099 6.075
N 1.538 7.236 2.862
H -0.499 -5.838 -2.213
C 1.054 4.789 3.053
H -4.534 -6.490 -2.410
H -2.434 2.204 -3.402
H 0.978 0.695 3.881
H -1.564 -0.586 2.502
C -1.130 0.326 -3.331
C 0.852 7.876 0.549
H -2.833 -1.361 -0.041
C 4.389 1.065 -4.486
C 3.105 5.596 1.752
H 3.368 -1.618 -4.230
H -3.390 0.931 3.950
C -0.536 8.676 2.573
N -1.324 -0.712 4.376
H 4.031 6.351 4.076
H 3.170 4.922 4.756
H 1.475 -2.437 5.164
C 2.200 5.869 2.929
H 8.574 0.482 -3.582
H 1.489 7.038 0.269
C 0.398 -2.506 5.320
H -2.660 2.471 -8.643
H -0.627 5.936 4.113
H -5.317 2.011 -6.495
H 6.863 -1.135 -3.934
H 0.050 7.882 -0.189
H 1.245 4.100 3.875
H 4.813 -1.751 -5.385
H -3.530 -0.230 -4.542
C -3.088 -2.218 5.438
N -1.767 0.837 1.426
H 1.487 8.760 0.607
H 4.682 2.225 -0.756
C 1.822 2.722 -1.043
C -1.217 -0.414 7.155
H -3.477 0.943 -8.484
C -0.375 5.364 3.220
H 6.789 0.132 -5.115
H -1.392 -1.479 7.306
C 0.276 -1.329 -3.793
H 0.819 -6.703 -2.185
H 7.691 -0.388 -1.661
H 1.073 -0.763 3.081
C 5.093 -0.092 -3.809
H -0.912 8.575 3.591
O -3.455 1.988 -6.780
H 0.966 -0.293 6.735
C 3.062 5.887 4.261
H -0.145 0.929 6.089
C -0.028 -0.909 5.003
C -4.469 -7.419 0.096
H 3.687 4.727 2.058
H -3.381 -0.164 7.026
H 1.372 1.798 1.242
H -2.107 -9.142 -3.073
H -3.496 -2.752 4.580
N -3.648 0.591 -3.966
N 5.061 -0.118 -2.289
C -2.533 0.028 6.370
H -0.561 -10.009 -0.739
H 0.063 -1.890 -2.883
O -0.869 -0.610 -4.376
C -3.736 -7.203 -2.204
C -2.638 -0.754 5.076
H 1.082 4.190 2.143
N -2.030 -7.844 -0.533
C -3.549 1.999 -8.224
C 5.898 0.753 -1.419
H -2.370 -6.214 -3.442
H 4.781 -2.191 -3.696
H 1.161 -0.693 -3.768
H -1.760 0.819 -0.690
C 5.619 2.255 -1.312
H 2.225 8.650 3.766
H -0.076 -3.311 4.758
C -2.273 1.256 -3.916
O -1.410 -1.341 3.075
H -1.021 0.120 8.084
C -2.809 -7.209 -3.375
C -3.233 -7.028 -0.801
H 3.755 -0.745 -1.112
C -0.004 -0.138 6.263
O 0.592 2.777 -0.376
H 5.851 -0.855 0.239
C -4.707 1.368 -4.604
H -0.624 5.611 1.020
H 2.508 5.237 0.914
H 7.339 1.805 -3.784
H 6.174 2.938 -0.668
H 4.979 0.508 0.637
H -4.690 0.026 4.454
H -0.186 0.806 -3.073
O 3.685 -0.119 -1.836
C -0.060 -6.585 -1.551
C -0.576 6.198 1.937
C 7.386 0.636 -1.881
C -0.756 1.973 1.434
C -2.962 -5.509 -0.647
H -2.753 -5.026 -1.602
H -4.267 -7.419 1.167
C 1.113 -0.365 4.095
C 7.557 0.817 -3.379
H 0.685 -2.040 -4.511
H -1.614 -0.106 -2.455
O -1.528 -7.707 0.731
H -3.836 -4.890 -0.442
H 6.737 0.647 0.699
H -2.286 -2.802 5.889
H 3.350 1.065 -4.159
H -4.491 2.439 -8.549
C -2.490 0.837 0.120
H 1.737 3.563 -1.732
H -0.912 4.421 3.322
H -5.928 -1.776 1.748
H -0.466 2.307 2.430
H -2.618 1.078 6.088
C -3.673 -0.112 4.087
H 4.507 1.117 -5.568
H -4.323 -2.359 2.075
H -1.844 1.524 -4.882
H 0.207 9.464 2.692
H -3.736 -0.559 3.095
H -5.373 -6.877 -0.181
H 3.707 6.494 1.612
H -2.536 1.093 2.028
C 4.429 -1.447 -4.412
H -1.338 8.951 1.887
C -0.976 -7.952 -1.570
O -4.500 -0.634 0.909
H -3.401 -7.315 -4.283
C -4.946 -1.917 1.297
H -1.225 2.895 1.090
H -3.119 1.710 -0.054
H 0.530 0.727 0.208
H 0.183 -6.304 -0.527
C -4.561 1.288 -6.189
H 0.454 -9.417 -2.104
H -1.619 -8.616 1.026
H 0.438 -2.728 6.386
H 2.733 6.492 5.106
H 5.430 2.859 -2.200
H 0.660 -9.003 -0.476
H -3.897 -0.508 -0.985
H 7.874 1.452 -1.348
C 0.365 7.473 1.949
*
```

## Properties
Kohn-Sham gap (Eh): 0.29968
Relative energy (zero: lowest compared OMol25 entry of this formula, charge and spin) (eV): 6.8906
SMILES string: CC1(C)CCCC(C)(C)N1O.CC1(C)CCCC(C)(C)N1O.CC1(C)CCCC(C)(C)N1O.CC1(C)CCCC(C)(C)N1O.COCCNCCOC.COCCNCCOC
E_HOMO (Eh): -0.28398